The following is a quantum chemistry calculation of a structure of composition C12H20Cl2IrN2 at a distorted geometry, from OMol25.

Output
⟨S²⟩: 8.766
Orbital gap (spin up / spin down) in eV: 6.5 / 6.5
Net charge: 0
Relative energy (zero: lowest compared OMol25 entry of this formula, charge and spin) in eV: 1.336
Multiplicity: 6
LUMO energy (spin up / spin down) in eV: 0.50 / -2.48

```
37
C12H20Cl2IrN2, DFT ωB97M-V with the def2-TZVPD basis set
Ir -0.5134 0.3001 -0.3318
Cl 1.1312 0.5050 -1.9416
Cl -1.8869 0.5529 1.5647
C -1.9952 0.9728 -1.3912
H -2.8584 1.3716 -0.8505
H -1.7600 1.4025 -2.3655
C -0.5423 -1.5311 0.2299
C -1.8734 -0.6047 -1.3607
H -0.2810 -1.6352 1.2997
C -1.6250 -1.1427 -2.7473
H -2.6869 -1.0877 -0.8200
C -1.4085 -2.6527 -2.7880
H -2.4803 -0.8528 -3.3726
H -0.7421 -0.6370 -3.1544
C -0.2782 -3.0467 -1.8436
H -2.3395 -3.1686 -2.5106
H -1.1680 -2.9585 -3.8119
C -0.7057 -2.8600 -0.3673
H -0.0312 -4.1064 -1.9903
H 0.6277 -2.4628 -2.0517
H -1.7660 -3.1424 -0.2267
H -0.1073 -3.5516 0.2566
C 1.0572 4.1074 3.2545
C 1.3000 2.9157 2.4249
C 2.3615 2.0172 2.3510
C 2.0089 1.0230 1.4135
N 0.8048 1.3591 0.9095
N 0.3950 2.4900 1.5248
C 2.7555 -0.1968 1.0476
H 1.1930 3.8588 4.3135
H 1.7711 4.9008 3.0033
H 0.0406 4.4897 3.1111
H 3.2713 2.0461 2.9191
H -0.5529 2.8498 1.4140
H 3.6315 0.0654 0.4398
H 3.1203 -0.6870 1.9607
H 2.1327 -0.9032 0.4874
```


The following is a quantum chemistry calculation of a structure of composition C12H20I2MnN2O2S at a distorted geometry, from OMol25.

Output
⟨S²⟩: 6.275
Orbital gap (spin up / spin down) in eV: 4.3 / 6.9
Net charge: +3
Relative energy (zero: lowest compared OMol25 entry of this formula, charge and spin) in eV: 0.000
Multiplicity: 5
LUMO energy (spin up / spin down) in eV: -14.13 / -11.76

```
40
C12H20I2MnN2O2S, DFT ωB97M-V with the def2-TZVPD basis set
Mn -0.1365 0.2810 0.4546
C 2.8980 -2.6864 0.6309
C 1.5895 -2.2163 0.1039
O 1.2144 -1.0155 0.3003
N 0.8136 -3.0267 -0.5843
C -0.3476 -2.5708 -1.3426
C -1.5802 -2.1664 -0.5493
C -2.6933 -2.9855 -0.5013
C -3.8815 -2.5188 0.0500
C -3.9512 -1.2086 0.5081
C -2.8065 -0.4450 0.4643
N -1.6446 -0.9250 -0.0245
H 3.3988 -1.8772 1.1543
H 3.5344 -3.0236 -0.1900
H 2.7722 -3.5318 1.3105
H 1.1257 -3.9787 -0.7221
H -0.6297 -3.3768 -2.0134
H -0.0552 -1.7134 -1.9546
H -2.6454 -3.9809 -0.9232
H -4.7527 -3.1602 0.0985
H -4.8715 -0.7866 0.8869
H -2.8032 0.5816 0.8151
C 0.5325 -2.1772 4.8523
C 0.5061 -0.6659 4.6866
S -1.0343 -0.1383 3.8450
O -0.5810 0.2901 2.4267
C -1.4402 1.4276 4.6866
C -0.3068 2.4352 4.7109
H 1.4499 -2.4625 5.3668
H 0.5128 -2.6976 3.8935
H -0.3010 -2.5248 5.4612
H 1.3137 -0.2929 4.0581
H 0.5261 -0.1676 5.6550
H -1.7597 1.1146 5.6840
H -2.3128 1.8034 4.1506
H 0.5098 2.1303 5.3619
H -0.6914 3.3776 5.1001
H 0.0873 2.6245 3.7125
I 0.4422 2.3210 -1.1555
I 0.3592 4.9946 -1.4179
```


The following is a quantum chemistry calculation of the molecule C12H20N2O2 at a distorted geometry, from OMol25.

Output
Orbital gap in eV: 9.7
Net charge: 0
Relative energy (zero: lowest compared OMol25 entry of this formula, charge and spin) in eV: 0.516
Multiplicity: 1
LUMO energy in eV: 0.78

```
36
C12H20N2O2, DFT ωB97M-V with the def2-TZVPD basis set
H -0.8489 2.6580 2.9916
N -1.5529 1.9497 3.3022
C -1.1584 0.9390 3.9966
N -2.1300 0.0267 4.2512
C 0.2773 0.6533 4.3118
C 0.8747 -0.2846 3.2668
C 0.7616 0.2517 1.8217
C 1.6065 -0.6856 0.9278
C 1.2545 -0.6342 -0.5646
C -0.1168 -1.1927 -0.9221
O -0.6483 -2.1103 -0.3431
O -0.6985 -0.5119 -1.9734
C 0.3731 0.2960 -2.4483
C 0.2581 1.6201 -3.1186
C 1.5620 2.3797 -2.7963
C 2.2683 1.5536 -1.6860
C 1.0718 0.7283 -1.1688
H -3.0094 0.2086 3.7885
H -1.8744 -0.9181 4.3141
H 0.3437 0.2100 5.2934
H 0.8341 1.6057 4.3227
H 1.9753 -0.4021 3.4178
H 0.3755 -1.2562 3.2868
H 1.0986 1.2999 1.7309
H -0.2833 0.1573 1.4893
H 2.6371 -0.3715 1.0174
H 1.5555 -1.7362 1.2969
H 1.9989 -1.1853 -1.0963
H 1.0451 -0.3360 -3.0560
H -0.5814 2.2032 -2.7125
H 0.0839 1.5184 -4.1971
H 1.2779 3.3995 -2.4927
H 2.2011 2.4754 -3.6558
H 2.7174 2.2190 -0.8915
H 3.1119 0.9652 -2.0843
H 0.3886 1.3568 -0.5701
```


The following is a quantum chemistry calculation of the molecule C12H20N2O3Si at a distorted geometry, from OMol25.

Output
Orbital gap in eV: 10.3
Net charge: 0
Relative energy (zero: lowest compared OMol25 entry of this formula, charge and spin) in eV: 1.032
Multiplicity: 1
LUMO energy in eV: 0.54

```
38
C12H20N2O3Si, DFT ωB97M-V with the def2-TZVPD basis set
C 3.3575 -1.3551 -1.0545
C 1.9859 -1.5919 -0.3844
C 1.0971 -0.3239 -0.4711
C 0.4687 -0.2343 -1.8715
C -0.2230 1.0914 -2.1410
Si -1.4963 1.4768 -0.7860
C -2.9195 0.2989 -0.9955
C -1.9515 3.2630 -0.7789
C -0.6605 1.1033 0.7975
C 0.2089 -0.1803 0.7506
C -0.6356 -1.4574 0.9302
O -0.9002 -2.0679 -0.0896
N -1.0602 -1.8222 2.1502
C -0.4109 -1.3806 3.3272
O -0.8667 -1.7404 4.4051
N 0.6177 -0.5097 3.1875
C 1.1639 -0.0577 1.9485
O 2.2626 0.4046 1.8027
H 4.1102 -2.0374 -0.8071
H 3.7298 -0.4024 -0.7134
H 3.4257 -1.3002 -2.1168
H 1.4838 -2.4795 -0.7713
H 2.0692 -1.8658 0.6755
H 1.8004 0.4802 -0.5169
H -0.2013 -1.1182 -2.1025
H 1.2158 -0.3574 -2.5809
H -0.8605 1.0849 -2.9516
H 0.4563 1.9641 -2.1518
H -2.5835 -0.5250 -0.3901
H -3.8897 0.7649 -0.7143
H -2.9586 -0.0099 -2.0574
H -2.8394 3.4901 -0.1584
H -2.0360 3.4523 -1.8556
H -1.0535 3.6951 -0.3949
H 0.0401 1.9291 0.9528
H -1.3001 1.1198 1.7494
H -1.8146 -2.4921 2.1988
H 1.1682 -0.3091 3.9793
```


The following is a quantum chemistry calculation of the ion C12H20N3O with charge +1 at a distorted geometry, from OMol25.

Output
Orbital gap in eV: 7.2
Net charge: +1
Relative energy (zero: lowest compared OMol25 entry of this formula, charge and spin) in eV: 5.131
Multiplicity: 1
LUMO energy in eV: -5.16

```
36
C12H20N3O, DFT ωB97M-V with the def2-TZVPD basis set
C 4.5717 -0.1752 0.1422
C 3.3889 -1.0517 0.8057
C 2.2384 -1.4722 -0.2744
C 1.4166 -2.6774 0.3779
N 1.4109 -0.2122 -0.4555
C 1.6543 0.6754 -1.5259
C 0.9529 1.9974 -1.8789
C -0.2225 2.3049 -0.8719
C -0.3279 1.1822 0.1840
C -1.5463 1.3824 1.2382
C -2.8658 1.5783 0.3617
O -3.2810 2.7664 0.2186
N -3.6150 0.5259 -0.3219
C -2.9056 -0.7887 -0.3187
C -4.9653 0.3392 0.3187
N 0.4269 0.0284 0.4024
H 4.1986 0.6972 -0.4900
H 5.1986 -0.8598 -0.5247
H 5.1895 0.2591 1.0042
H 2.8465 -0.3362 1.5345
H 3.7994 -1.9446 1.3779
H 2.7221 -1.7236 -1.2782
H 2.1662 -3.5452 0.5161
H 0.5465 -3.0602 -0.2542
H 1.0840 -2.4110 1.4501
H 2.5033 0.3643 -2.2385
H 1.2054 2.6777 -2.7574
H -0.8778 3.2271 -0.9567
H -1.3050 2.3046 1.8874
H -1.6356 0.5043 1.9648
H -1.9811 -0.7611 -1.0134
H -3.5910 -1.5935 -0.7442
H -2.5119 -1.1139 0.7055
H -4.8766 0.6841 1.4074
H -5.7064 0.9762 -0.2884
H -5.3061 -0.7486 0.2958
```


The following is a quantum chemistry calculation of a structure of composition C12H20NO2 at a distorted geometry, from OMol25.

Output
Orbital gap in eV: 10.0
Net charge: +1
Relative energy (zero: lowest compared OMol25 entry of this formula, charge and spin) in eV: 4.171
Multiplicity: 1
LUMO energy in eV: -2.89

```
35
C12H20NO2, DFT ωB97M-V with the def2-TZVPD basis set
C -1.3068 -2.7226 1.0562
C -1.2065 -1.6463 0.5122
C 0.6342 -0.3570 -0.7270
C -2.7968 0.8909 1.1818
C -3.6374 1.0964 -0.1117
C -1.3241 0.7875 0.9356
C -3.4355 -0.1783 -1.0280
C -1.1469 -0.2810 -0.0582
C 3.2629 0.7174 -1.4383
C 3.1948 0.9602 1.2219
C 3.1779 -1.3915 0.2290
C 2.8382 0.0763 0.0736
N -1.9537 -0.2365 -1.3175
O 0.7262 -0.8981 -1.7831
O 1.3593 0.1454 0.1638
H -1.2211 -3.6023 1.6527
H -3.1293 1.7158 1.7934
H -3.0122 -0.1282 1.6021
H -4.6586 1.3238 0.1740
H -3.2770 1.9298 -0.6629
H -0.8654 1.8014 0.8835
H -0.7685 0.4665 1.8064
H -3.8852 -0.9969 -0.6238
H -3.9382 0.0074 -1.9549
H 2.9868 1.7471 -1.3658
H 4.4015 0.7277 -1.5952
H 2.6296 0.1085 -2.0845
H 4.2831 0.9341 1.5583
H 2.7305 0.6732 2.2080
H 2.8197 1.9811 0.8362
H 2.3762 -1.9335 0.6197
H 3.2909 -1.8531 -0.6903
H 4.1502 -1.4522 0.6972
H -1.6566 -1.0362 -1.8682
H -1.6423 0.6231 -1.8963
```


no.,E (Eh)
1,-1603.20005
2,-2872.81187
3,-729.23975
4,-1094.04970
5,-708.32981
6,-674.10228